# 1
The following is a quantum chemistry calculation of one molecule with the formula C21H14BrN3O3 at a distorted geometry, from the OMol25 dataset.

```
42
C21H14BrN3O3 | the OMol25 dataset | the ωB97M-V functional and the def2-TZVPD basis
C 5.380 2.822 -0.465
N 4.572 1.801 -1.055
C 4.877 1.268 -2.320
O 5.708 1.669 -3.120
N 3.884 0.303 -2.621
C 3.532 -0.082 -4.030
C 2.958 0.218 -1.545
C 1.816 -0.573 -1.288
C 1.233 -0.500 0.045
N -0.071 -1.206 0.131
C -1.325 -0.527 0.127
O -1.423 0.453 -0.493
C -2.495 -1.103 0.815
C -3.773 -0.477 0.673
C -4.941 -1.115 1.024
C -4.877 -2.381 1.591
C -3.623 -3.064 1.643
C -3.570 -4.375 2.062
C -2.381 -5.139 1.988
C -1.170 -4.580 1.621
C -1.250 -3.132 1.190
C -2.423 -2.440 1.251
C -0.017 -2.436 0.778
O 1.058 -2.995 0.936
C 1.661 0.564 0.926
Br 0.728 0.901 2.589
C 2.831 1.306 0.650
C 3.443 1.115 -0.573
H 4.949 3.823 -0.849
H 6.493 2.809 -0.652
H 5.328 2.762 0.664
H 4.266 0.369 -4.705
H 2.532 0.330 -4.304
H 3.610 -1.235 -4.217
H 1.597 -1.289 -1.986
H -3.865 0.549 0.251
H -5.848 -0.569 0.953
H -5.738 -2.833 1.967
H -4.452 -4.675 2.603
H -2.474 -6.182 2.317
H -0.257 -5.160 1.539
H 3.322 2.101 1.231
```

Results
- orbital gap (eV) = 7.239
- HOMO level (hartree) = -0.3028
- structure (SMILES) = Cn1c(=O)n(C)c2cc(N3C(=O)c4cccc5cccc(c45)C3=O)c(Br)cc21
- LUMO (eV) = -1.001
- max |F| (hartree/bohr) = 0.090
- E (Ha) = -3772.6720

Per-atom natural (NBO) charges, elementary charge units: -0.4194, -0.4224, 0.7815, -0.6306, -0.4413, -0.4232, 0.2043, -0.2482, 0.2258, -0.5117, 0.6803, -0.5407, -0.1704, -0.1086, -0.2399, -0.1464, -0.0050, -0.1643, -0.2386, -0.1184, -0.1511, 0.0253, 0.6600, -0.5830, -0.1056, 0.0615, -0.2670, 0.1411, 0.2116, 0.2462, 0.2111, 0.2452, 0.2102, 0.2112, 0.2263, 0.2406, 0.2207, 0.2109, 0.2128, 0.2222, 0.2482, 0.2385

***

# 2
The following is a quantum chemistry calculation of C21H14Cl2MnO7S as an isolated structure, from the OMol25 dataset.

```
46
C21H14Cl2MnO7S | the OMol25 dataset | the ωB97M-V functional and the def2-TZVPD basis
Mn -0.900 2.280 -0.141
Cl 1.740 2.501 -0.324
C 2.291 2.011 1.249
C 3.615 1.622 1.338
C 4.139 1.213 2.553
C 3.318 1.204 3.668
C 1.995 1.595 3.554
Cl 1.037 1.541 5.007
C 1.400 2.013 2.343
S -0.269 2.475 2.268
H 4.222 1.633 0.443
H 5.173 0.901 2.628
H 3.689 0.890 4.634
O -4.903 6.281 -2.661
C -4.121 5.477 -2.195
C -2.619 5.649 -2.106
O -1.990 6.611 -2.524
C -2.126 4.446 -1.456
C -3.199 3.560 -1.153
O -3.001 2.431 -0.599
C -4.468 4.149 -1.585
O -5.593 3.676 -1.496
O -0.917 4.149 -1.163
C 0.059 -6.098 0.279
C 0.052 -4.640 -0.102
C -0.436 -4.223 -1.332
C -0.423 -2.882 -1.705
C -0.953 -2.449 -3.046
C 0.083 -1.935 -0.814
C 0.564 -2.328 0.438
C 1.076 -1.300 1.413
C 0.549 -3.678 0.771
C 0.105 -0.471 -1.213
O 0.871 -0.118 -2.109
O -0.693 0.257 -0.537
H -0.582 -6.681 -0.384
H -0.295 -6.242 1.302
H 1.067 -6.518 0.220
H -0.843 -4.957 -2.023
H -1.408 -3.288 -3.576
H -0.151 -2.030 -3.653
H -1.702 -1.663 -2.930
H 0.273 -0.627 1.721
H 1.847 -0.677 0.955
H 1.501 -1.773 2.300
H 0.926 -3.984 1.743
```

Results
- orbital gap (spin up / spin down) (eV) = 5.762 / 5.876
- HOMO level (spin up / spin down) (hartree) = -0.0588 / -0.0630
- ⟨S²⟩ = 8.755
- LUMO (spin up / spin down) (eV) = 4.162 / 4.161
- net charge = -2
- max |F| (hartree/bohr) = 0.011
- spin multiplicity = 6
- E (Ha) = -3805.1235

Per-atom natural (NBO) charges, elementary charge units: 1.5165, 0.0471, -0.0707, -0.2243, -0.2537, -0.2370, -0.0599, -0.0195, -0.1893, -0.4068, 0.2198, 0.2019, 0.2117, -0.5760, 0.3707, 0.3325, -0.6083, 0.2952, 0.2329, -0.7853, 0.3458, -0.6028, -0.8211, -0.6173, -0.0383, -0.2366, 0.0051, -0.6394, -0.0529, 0.0154, -0.6486, -0.2330, 0.7537, -0.6932, -0.8542, 0.2020, 0.2056, 0.2027, 0.1851, 0.1900, 0.2375, 0.2324, 0.2523, 0.2253, 0.1979, 0.1887

***

# 3
The following is a quantum chemistry calculation of one molecule with the formula C21H14ClN3O4 at a distorted geometry, from the OMol25 dataset.

```
43
C21H14ClN3O4 | the OMol25 dataset | the ωB97M-V functional and the def2-TZVPD basis
O 2.583 2.581 -2.258
C 2.429 3.763 -1.976
C 2.662 4.776 -2.959
C 2.483 6.105 -2.672
C 1.832 6.554 -1.331
N 1.828 7.920 -1.044
O 2.034 8.694 -1.991
O 1.629 8.296 0.162
C 1.449 5.614 -0.409
C 1.896 4.162 -0.572
C 1.546 3.185 0.467
N 1.598 1.927 0.056
C 1.182 0.734 0.733
C 1.612 0.398 1.992
C 1.436 -0.960 2.525
C 0.801 -1.973 1.715
O 0.638 -3.302 1.859
C -0.087 -3.579 0.733
C -0.575 -4.964 0.266
C -2.141 -4.962 0.359
C -2.725 -5.666 1.490
C -4.113 -5.805 1.563
C -4.964 -5.318 0.582
Cl -6.733 -5.406 0.798
C -4.440 -4.780 -0.654
C -3.026 -4.525 -0.682
N -0.395 -2.555 -0.063
C 0.282 -1.480 0.509
C 0.367 -0.234 0.037
H 3.124 4.499 -3.853
H 2.714 6.882 -3.443
H 0.901 5.863 0.502
H 1.184 3.369 1.515
H 1.854 1.898 -0.939
H 2.358 1.045 2.395
H 1.920 -1.336 3.440
H -0.062 -5.772 0.732
H -0.342 -5.176 -0.753
H -2.070 -5.782 2.380
H -4.532 -6.244 2.494
H -5.229 -4.572 -1.388
H -2.728 -3.857 -1.470
H -0.182 -0.017 -0.845
```

Results
- orbital gap (eV) = 7.372
- HOMO level (hartree) = -0.3080
- structure (SMILES) = O=C1C=CC([N+](=O)[O-])=C/C1=C/Nc1ccc2oc(Cc3ccc(Cl)cc3)nc2c1
- LUMO (eV) = -1.009
- max |F| (hartree/bohr) = 0.117
- E (Ha) = -1733.8669
- energy above the lowest of the compared OMol25 structures with the same formula, charge and spin (eV) = 4.940

Per-atom natural (NBO) charges, elementary charge units: -0.6289, 0.4911, -0.3129, -0.1036, -0.0512, 0.4886, -0.3818, -0.4158, -0.0639, -0.2874, 0.1956, -0.5505, 0.2175, -0.2720, -0.2123, 0.2501, -0.4028, 0.5403, -0.4807, 0.0075, -0.2033, -0.2494, -0.0095, -0.0167, -0.2171, -0.2082, -0.4549, 0.0585, -0.2384, 0.2323, 0.2505, 0.2394, 0.2257, 0.4543, 0.2246, 0.2293, 0.2389, 0.2525, 0.2227, 0.2322, 0.2402, 0.2343, 0.2349

***

# 4
The following is a quantum chemistry calculation of C21H14F4N5O4PdSe2 as an isolated structure at a distorted geometry, from the OMol25 dataset.

```
51
C21H14F4N5O4PdSe2 | the OMol25 dataset | the ωB97M-V functional and the def2-TZVPD basis
Pd -1.394 -0.780 0.136
O -0.497 -3.943 4.997
C 0.103 -2.801 4.418
C -0.839 -1.947 3.528
C -1.928 -1.288 4.396
O -2.631 -2.187 5.257
C -1.446 -2.901 2.491
Se -2.835 -2.130 1.310
C 0.044 -0.866 2.902
Se -0.887 0.597 1.949
H -1.251 -3.624 5.508
H 0.930 -3.169 3.807
H 0.518 -2.148 5.198
H -2.631 -0.760 3.745
H -1.461 -0.549 5.048
H -3.274 -2.679 4.736
H -1.906 -3.746 3.002
H -0.661 -3.281 1.836
H 0.720 -1.312 2.172
H 0.634 -0.378 3.680
F 0.313 1.020 -1.933
C 0.780 2.272 -1.939
C 2.020 2.460 -2.467
F 2.658 1.398 -2.954
C 2.639 3.734 -2.536
C 1.884 4.770 -1.928
C 0.640 4.575 -1.411
F 0.021 5.626 -0.870
C -0.025 3.321 -1.430
C -1.375 3.172 -1.022
C -2.073 1.945 -1.073
N -2.731 0.991 -1.079
C -2.174 4.254 -0.577
N -2.887 5.088 -0.221
F 2.408 5.993 -1.850
C 3.881 3.957 -3.167
C 4.477 5.235 -3.301
N 5.024 6.239 -3.457
C 4.643 2.928 -3.776
N 5.323 2.145 -4.280
O 0.781 -2.176 -0.420
C 0.094 -2.406 -1.414
C 0.544 -3.106 -2.681
C -0.748 -3.213 -3.491
C -1.796 -2.451 -2.663
O -2.949 -2.280 -2.985
N -1.209 -2.045 -1.492
H 1.002 -4.064 -2.442
H 1.298 -2.484 -3.164
H -1.094 -4.240 -3.608
H -0.680 -2.768 -4.482
```

Results
- orbital gap (spin up / spin down) (eV) = 5.757 / 4.709
- HOMO level (spin up / spin down) (hartree) = -0.1811 / -0.2030
- ⟨S²⟩ = 2.056
- LUMO (spin up / spin down) (eV) = 0.830 / -0.815
- net charge = -1
- max |F| (hartree/bohr) = 0.020
- spin multiplicity = 3
- E (Ha) = -6713.6069
- energy above the lowest of the compared OMol25 structures with the same formula, charge and spin (eV) = 1.491

Per-atom natural (NBO) charges, elementary charge units: 0.6412, -0.7341, -0.0529, -0.1477, -0.0763, -0.7388, -0.6007, 0.3880, -0.5739, -0.0712, 0.4851, 0.1862, 0.1636, 0.1939, 0.1907, 0.4708, 0.2297, 0.2570, 0.2444, 0.2256, -0.3066, 0.3054, 0.3832, -0.2977, -0.1330, 0.3753, 0.3100, -0.2934, -0.0773, -0.3794, 0.3402, -0.4141, 0.2898, -0.3446, -0.2987, -0.3260, 0.2835, -0.3347, 0.2834, -0.3349, -0.6647, 0.6693, -0.5160, -0.5110, 0.6812, -0.5914, -0.7077, 0.2288, 0.2414, 0.2260, 0.2333

***

# 5
The following is a quantum chemistry calculation of C21H14F9N5O4PbS3 as an isolated structure, from the OMol25 dataset.

```
57
C21H14F9N5O4PbS3 | the OMol25 dataset | the ωB97M-V functional and the def2-TZVPD basis
Pb 1.416 -1.638 -0.969
C -2.543 -2.422 -1.756
C -1.547 -2.625 -2.850
N -0.299 -2.219 -2.837
C 0.363 -2.590 -3.997
C -0.400 -3.281 -4.879
S -1.976 -3.472 -4.270
C 1.755 -2.182 -4.207
C 2.457 -2.347 -5.351
S 3.989 -1.620 -5.211
C 3.641 -1.128 -3.617
N 2.439 -1.491 -3.213
C 4.640 -0.380 -2.813
H -2.109 -1.822 -0.962
H -2.863 -3.379 -1.342
H -3.429 -1.917 -2.139
H -0.116 -3.683 -5.838
H 2.148 -2.833 -6.262
H 5.272 0.232 -3.454
H 5.291 -1.070 -2.274
H 4.132 0.255 -2.097
F 2.637 1.323 2.999
C 2.074 0.789 1.929
F 0.966 1.496 1.670
F 1.668 -0.463 2.250
C 3.002 0.719 0.679
O 2.332 0.354 -0.454
C 4.158 -0.290 1.016
F 5.238 -0.064 0.279
F 4.516 -0.285 2.289
F 3.746 -1.555 0.723
C 3.628 2.138 0.472
F 4.202 2.222 -0.726
F 4.543 2.417 1.397
F 2.676 3.075 0.530
O -2.631 0.439 5.786
S -3.866 0.372 5.127
O -4.889 1.560 5.642
O -4.569 -0.795 4.793
C -4.752 2.291 4.506
N -5.284 3.417 4.203
C -4.906 3.848 2.986
C -4.034 3.155 2.144
C -3.497 1.940 2.535
N -3.910 1.547 3.764
C -2.560 1.117 1.745
C -2.095 1.572 0.515
C -1.177 0.805 -0.177
N -0.725 -0.365 0.274
C -1.185 -0.815 1.438
C -2.095 -0.111 2.206
H -5.328 4.798 2.681
H -3.786 3.580 1.186
H -2.403 2.517 0.095
H -0.758 1.164 -1.109
H -0.793 -1.761 1.794
H -2.405 -0.540 3.148
```

Results
- orbital gap (eV) = 5.754
- HOMO level (hartree) = -0.5000
- LUMO (eV) = -7.852
- net charge = +2
- max |F| (hartree/bohr) = 0.013
- E (Ha) = -3669.1041
- energy above the lowest of the compared OMol25 structures with the same formula, charge and spin (eV) = 0.413

Per-atom natural (NBO) charges, elementary charge units: 1.5663, -0.6702, 0.0739, -0.5735, 0.1560, -0.4315, 0.5495, 0.0733, -0.4160, 0.5720, 0.1054, -0.5987, -0.6850, 0.2302, 0.2538, 0.2509, 0.2671, 0.2657, 0.2562, 0.2557, 0.2692, -0.2873, 0.9649, -0.3274, -0.3370, 0.0230, -0.9387, 0.9600, -0.3001, -0.2892, -0.3390, 0.9667, -0.3035, -0.2998, -0.3114, -0.7680, 2.4484, -0.5552, -0.7729, 0.7126, -0.3784, 0.1899, -0.2779, 0.3038, -0.5606, 0.0046, -0.2006, 0.0728, -0.4636, 0.0719, -0.2155, 0.2548, 0.2661, 0.2383, 0.2302, 0.2267, 0.2210

***

# 6
The following is a quantum chemistry calculation of one molecule with the formula C21H14O2S at a distorted geometry, from the OMol25 dataset.

```
38
C21H14O2S | the OMol25 dataset | the ωB97M-V functional and the def2-TZVPD basis
O -0.924 1.027 1.587
C -0.708 0.578 0.460
C -0.462 1.343 -0.773
C -0.394 2.703 -1.125
C -0.047 3.083 -2.398
C 0.309 2.067 -3.316
C 0.139 0.713 -3.015
C -0.237 0.400 -1.734
C -0.409 -0.921 -1.123
O -0.408 -2.008 -1.734
C -0.626 -0.930 0.349
S 0.884 -1.548 1.176
C 2.257 -0.502 0.798
C 2.648 0.437 1.773
C 3.665 1.298 1.459
C 4.320 1.298 0.197
C 3.894 0.362 -0.795
C 2.885 -0.526 -0.516
C -1.871 -1.580 0.821
C -1.757 -2.436 1.963
C -2.920 -2.948 2.554
C -4.127 -2.381 2.264
C -4.288 -1.432 1.209
C -3.112 -1.024 0.572
H -0.633 3.547 -0.426
H -0.012 4.106 -2.750
H 0.723 2.288 -4.308
H 0.280 -0.099 -3.742
H 2.150 0.440 2.674
H 3.940 2.205 1.980
H 5.081 2.084 0.067
H 4.224 0.309 -1.762
H 2.511 -1.178 -1.346
H -0.881 -3.006 2.341
H -2.806 -3.747 3.192
H -4.948 -2.811 2.799
H -5.242 -0.958 0.947
H -3.092 -0.254 -0.321
```

Results
- orbital gap (eV) = 8.331
- HOMO level (hartree) = -0.3208
- structure (SMILES) = O=C1c2ccccc2C(=O)C1(Sc1ccccc1)c1ccccc1
- LUMO (eV) = -0.397
- max |F| (hartree/bohr) = 0.121
- E (Ha) = -1357.2348
- energy above the lowest of the compared OMol25 structures with the same formula, charge and spin (eV) = 0.000

Per-atom natural (NBO) charges, elementary charge units: -0.5149, 0.5505, -0.0606, -0.1806, -0.1959, -0.1698, -0.1698, -0.1393, 0.5589, -0.5202, -0.3692, 0.3060, -0.2108, -0.1890, -0.2183, -0.1828, -0.2210, -0.1976, -0.0373, -0.1673, -0.2140, -0.1932, -0.2154, -0.1712, 0.2368, 0.2290, 0.2210, 0.2414, 0.2309, 0.2179, 0.2190, 0.2115, 0.2342, 0.2315, 0.2084, 0.2106, 0.2265, 0.2042